A structure of composition C5H4OSn at a distorted geometry, computed with wB97M-V/def2-TZVPD.

Geometry as XYZ:
```
11
Properties=species:S:1:pos:R:3:forces:R:3
C 0.661114 0.509354 1.261804 0.93 -2.80 -1.80
H 1.708365 0.738571 1.489506 -0.44 0.69 -0.05
H 0.318854 -0.342181 3.215544 0.14 0.20 -0.34
H -0.851168 0.752708 2.490855 -0.63 -2.12 0.08
C -0.215693 -0.171262 2.271120 0.26 1.91 1.61
C 0.374019 0.206964 0.014072 0.81 1.34 0.31
C 0.088555 0.107054 -1.249675 -0.69 -0.27 -1.51
C -0.241972 0.001820 -2.464120 1.22 0.50 4.61
O -0.521032 -0.080245 -3.616744 0.23 1.10 2.88
Sn -0.791591 -0.546396 -5.372124 -0.91 -1.44 -5.71
H -0.529453 -1.176387 1.959762 -0.92 0.89 -0.08
```
Positions in Å, forces in eV/Å.

Calculated values
HOMO-LUMO gap (alpha / beta) = 5.61 / 7.64 eV
HOMO (alpha / beta) = -10.9 / -13.0 eV
Molar mass = 198.80 g mol⁻¹
LUMO energy (alpha / beta) = -5.3 / -5.4 eV
2S+1 = 2
Charge = +1